71
Properties=species:S:1:pos:R:3:mulliken_charge:R:1 method="wB97M-V/def2-TZVPD" homo_lumo_gap_ev=7.480 homo_energy_ev=-11.634 largest_force_ev_per_a=2.907 total_charge=+1 total_energy_ha=-2107.9682 smiles="C=Cc1c(OCC)c(COO)c2c(CP(=O)(O)O)c[n+](C=C)c(B(O)OCC)c2c1CCOC(=O)CC" multiplicity=1
C -0.6949 -1.9564 4.2613 -0.95
C -0.9736 -1.8332 2.9572 -1.13
C -0.3834 -0.6929 2.1444 0.43
C -1.0779 0.5838 2.2403 0.72
O -2.1429 0.5822 3.1015 -0.52
C -3.3563 0.1339 2.4288 0.12
C -4.0609 -1.0245 3.1698 -1.31
C -0.6915 1.7289 1.5261 0.31
C -1.5199 3.0152 1.6542 -0.97
O -2.8135 2.9263 2.2034 -0.19
O -3.7327 3.2421 1.1895 -0.38
C 0.4911 1.5780 0.7077 0.33
C 1.0448 2.6964 -0.0456 0.66
C 0.5572 4.1373 -0.0631 -1.41
P -0.6435 4.4510 -1.4529 0.84
O -1.3402 3.1784 -1.7180 -0.59
O -1.7705 5.5009 -0.9463 -0.50
O 0.1216 4.9366 -2.7883 -0.54
C 2.1423 2.5065 -0.8504 -0.49
N 2.7350 1.2820 -0.9235 0.41
C 3.9070 1.2358 -1.7975 -0.60
C 3.6682 1.4189 -3.1248 -0.63
C 2.2976 0.1996 -0.2536 -0.17
B 3.2028 -1.0849 -0.6103 0.66
O 4.3754 -1.2529 0.0820 -0.52
O 2.7743 -1.9809 -1.5680 -0.29
C 3.6590 -2.1388 -2.7004 -0.41
C 2.7529 -2.4025 -3.9312 -1.27
C 1.1762 0.2970 0.6093 0.84
C 0.7476 -0.8535 1.3561 0.25
C 1.3825 -2.2247 1.3965 -1.59
C 0.9190 -3.0985 0.1665 -0.56
O -0.3851 -3.6240 0.5291 -0.41
C -1.2911 -3.4101 -0.5055 0.47
O -1.1174 -4.0021 -1.5437 -0.56
C -2.4808 -2.4646 -0.3510 1.00
C -3.3548 -2.4563 -1.6442 -1.47
H -1.4640 -2.3118 4.9577 0.28
H 0.2810 -1.6657 4.6698 0.28
H -1.6262 -2.5585 2.4549 0.36
H -4.0257 1.0114 2.4010 0.19
H -3.1447 -0.1007 1.3686 0.23
H -5.1549 -0.8877 3.1139 0.42
H -3.7271 -1.0770 4.2151 0.26
H -3.8267 -1.9754 2.6672 0.22
H -0.9642 3.8047 2.1951 0.27
H -1.6683 3.4010 0.6295 0.47
H -4.3969 2.5351 1.1535 0.33
H 0.2100 4.5416 0.8929 0.56
H 1.4252 4.7843 -0.3195 0.60
H -1.3660 6.3800 -0.8352 0.36
H -0.1348 4.2909 -3.4705 0.35
H 2.5492 3.3315 -1.4379 0.41
H 4.9137 1.0905 -1.3889 0.38
H 4.1424 2.2051 -3.7231 0.35
H 2.9095 0.7469 -3.5639 0.26
H 4.9111 -1.9488 -0.3287 0.32
H 4.3556 -1.3001 -2.8581 0.43
H 4.2772 -3.0508 -2.5709 0.34
H 3.3261 -2.5347 -4.8586 0.41
H 2.1935 -3.3270 -3.6953 0.31
H 1.9769 -1.6184 -4.0116 0.27
H 2.4875 -2.2218 1.4957 0.51
H 1.0826 -2.8351 2.2662 0.71
H 1.6382 -3.8963 -0.0600 0.32
H 0.7396 -2.4105 -0.6704 0.44
H -3.1577 -2.7536 0.4737 0.01
H -2.1843 -1.4140 -0.1740 -0.31
H -4.3366 -1.9958 -1.4375 0.43
H -3.5016 -3.4859 -2.0078 0.34
H -2.8634 -1.8832 -2.4482 0.32